No. 1
{"formula": "C4H4CrLiO5", "method": "the ωB97M-V functional and the def2-TZVPD basis", "symbols": ["O", "O", "C", "C", "O", "C", "H", "H", "H", "H", "O", "O", "C", "Cr", "Li"], "xyz": [[2.119, -0.165, 0.224], [0.195, 0.710, 0.795], [-1.869, -0.942, -0.522], [-1.901, -2.321, 0.066], [-0.639, -2.633, 0.604], [1.394, 0.856, 0.387], [-2.531, -0.166, -0.127], [-1.235, -0.763, -1.397], [-2.172, -3.053, -0.718], [-2.683, -2.379, 0.846], [1.062, 3.136, -0.306], [3.143, 2.437, -0.071], [1.903, 2.251, -0.017], [0.559, -1.266, 0.790], [2.654, 4.299, -0.553]], "homo_ev": [-13.601, -13.628], "multiplicity": 5, "relative_energy_kj_mol": 54.2, "total_charge": 1}

No. 2
{"formula": "C43H53CdN4O4Si", "method": "the ωB97M-V functional and the def2-TZVPD basis", "symbols": ["Cd", "C", "C", "C", "C", "C", "C", "N", "N", "Si", "C", "C", "C", "H", "H", "H", "H", "H", "H", "H", "H", "H", "H", "H", "H", "H", "H", "H", "C", "C", "C", "O", "C", "C", "O", "C", "O", "C", "C", "C", "C", "C", "C", "C", "C", "C", "C", "C", "C", "C", "O", "C", "C", "C", "C", "C", "C", "C", "C", "C", "C", "C", "C", "H", "H", "H", "H", "H", "H", "H", "H", "H", "H", "H", "H", "H", "H", "H", "H", "H", "H", "H", "H", "H", "H", "H", "H", "H", "H", "H", "H", "N", "C", "C", "C", "N", "H", "H", "H", "H", "H", "H", "H", "H", "H", "H"], "xyz": [[-0.074, 0.703, 0.132], [-1.040, -3.209, 1.748], [-1.154, -1.960, 2.579], [-1.664, -2.028, 3.862], [-1.701, -0.854, 4.612], [-1.166, 0.297, 4.102], [-0.632, 0.300, 2.788], [-0.694, -0.836, 2.047], [-0.011, 1.318, 2.216], [0.119, 2.962, 2.657], [1.514, 3.628, 1.523], [0.599, 3.372, 4.483], [-1.485, 3.976, 2.371], [-1.857, -3.893, 1.968], [-0.103, -3.715, 1.990], [-1.035, -2.966, 0.688], [-2.034, -2.959, 4.259], [-2.142, -0.857, 5.600], [-1.136, 1.209, 4.672], [2.481, 3.180, 1.738], [1.621, 4.705, 1.620], [1.264, 3.408, 0.483], [1.222, 2.604, 4.934], [-0.293, 3.489, 5.092], [1.146, 4.309, 4.528], [-1.864, 3.745, 1.382], [-1.325, 5.049, 2.433], [-2.247, 3.707, 3.097], [-3.427, -1.888, -4.536], [-3.411, -0.492, -3.896], [-4.585, 0.341, -4.438], [-3.497, -0.606, -2.492], [-2.406, 0.065, -1.879], [-1.609, 0.680, -3.027], [-2.182, 0.117, -4.200], [-0.042, 0.449, -3.046], [0.565, 0.360, -1.826], [0.472, 1.637, -3.874], [-0.091, 1.960, -5.108], [0.362, 3.049, -5.829], [1.388, 3.834, -5.330], [1.935, 3.535, -4.096], [1.482, 2.444, -3.373], [0.286, -0.874, -3.765], [0.930, -0.937, -4.995], [1.318, -2.151, -5.537], [1.097, -3.331, -4.850], [0.473, -3.282, -3.614], [0.084, -2.068, -3.079], [-2.822, 1.135, -0.818], [-1.706, 1.795, -0.374], [-3.771, 2.167, -1.422], [-5.134, 1.946, -1.578], [-5.952, 2.967, -2.037], [-5.418, 4.209, -2.344], [-4.057, 4.428, -2.207], [-3.244, 3.412, -1.745], [-3.515, 0.490, 0.385], [-3.639, -0.878, 0.582], [-4.168, -1.371, 1.763], [-4.558, -0.512, 2.772], [-4.443, 0.855, 2.585], [-3.943, 1.348, 1.396], [-4.342, -2.404, -4.261], [-2.561, -2.443, -4.186], [-3.367, -1.790, -5.617], [-5.518, -0.157, -4.192], [-4.493, 0.439, -5.516], [-4.578, 1.329, -3.988], [-1.782, -0.669, -1.343], [-1.783, 1.766, -3.029], [-0.898, 1.357, -5.496], [-0.094, 3.298, -6.779], [1.744, 4.688, -5.891], [2.714, 4.165, -3.687], [1.899, 2.217, -2.402], [1.164, -0.028, -5.529], [1.816, -2.170, -6.499], [1.431, -4.277, -5.257], [0.320, -4.192, -3.052], [-0.364, -2.035, -2.095], [-5.558, 0.984, -1.326], [-7.020, 2.807, -2.133], [-6.066, 5.013, -2.671], [-3.632, 5.399, -2.429], [-2.188, 3.568, -1.574], [-3.361, -1.571, -0.198], [-4.254, -2.440, 1.897], [-4.950, -0.903, 3.701], [-4.750, 1.537, 3.368], [-3.859, 2.415, 1.244], [1.924, -1.110, 0.845], [3.133, -1.840, 0.498], [3.108, -2.261, -0.975], [3.856, -1.279, -1.874], [3.524, 0.090, -1.528], [1.986, -0.745, 1.790], [1.127, -1.737, 0.807], [3.263, -2.741, 1.129], [3.985, -1.182, 0.673], [2.071, -2.309, -1.310], [3.546, -3.258, -1.087], [3.617, -1.537, -2.921], [4.938, -1.412, -1.734], [2.501, 0.176, -1.492], [3.856, 0.708, -2.264]], "homo_ev": -4.911, "relative_energy_kj_mol": 6.8, "total_charge": -1}

No. 3
{"formula": "H8O4", "method": "the ωB97M-V functional and the def2-TZVPD basis", "symbols": ["O", "H", "H", "O", "H", "H", "O", "H", "H", "O", "H", "H"], "xyz": [[0.916, 2.971, 0.807], [0.717, 2.454, 1.601], [0.273, 3.625, 0.703], [-0.277, -2.693, 0.745], [-0.007, -2.279, -0.137], [-0.987, -3.469, 0.499], [0.809, 0.372, -0.330], [1.109, 1.260, -0.221], [1.581, 0.099, -0.786], [-1.777, -0.655, -1.030], [-0.956, -0.240, -0.645], [-1.396, -1.444, -1.208]], "homo_ev": -10.737, "relative_energy_kj_mol": 161.4, "smiles": "O.O.O.O", "total_charge": 0}